1.
The following is a DFT calculation (the ωB97M-V functional and the def2-TZVPD basis) of the molecule C10H8N2O2S.

Element x y z (Å)
N 1.129 -2.978 0.256
C 1.855 -1.837 0.436
N 3.228 -1.787 0.402
C 3.689 -0.507 0.272
O 4.838 -0.354 -0.125
S 2.420 0.684 0.515
C 1.246 -0.607 0.549
C -0.227 -0.506 0.654
C -1.019 0.502 0.145
C -0.534 1.530 -0.793
C -1.434 2.566 -1.177
C -2.829 2.584 -0.654
O -3.562 3.535 -0.897
C -3.326 1.446 0.109
C -2.451 0.413 0.451
H 0.127 -2.915 0.241
H 1.572 -3.848 0.008
H 3.792 -2.525 0.016
H -0.683 -1.252 1.306
H 0.464 1.508 -1.191
H -1.104 3.348 -1.845
H -4.385 1.432 0.303
H -2.805 -0.431 1.016

Its charge is 0. The calculation puts the energy above the lowest of the compared OMol25 structures with the same formula, charge and spin at 1.434 eV. The LUMO energy comes out at -1.02 eV. The gap between HOMO and LUMO comes out at 6.632 eV.

List of natural (NBO) charges in e, atom by atom:
1 N -0.80
2 C 0.39
3 N -0.60
4 C 0.48
5 O -0.59
6 S 0.35
7 C -0.40
8 C -0.11
9 C -0.13
10 C -0.17
11 C -0.24
12 C 0.45
13 O -0.55
14 C -0.28
15 C -0.13
16 H 0.41
17 H 0.40
18 H 0.42
19 H 0.20
20 H 0.23
21 H 0.23
22 H 0.23
23 H 0.21



2.
The following is a DFT calculation (the ωB97M-V functional and the def2-TZVPD basis) of C58H56BrGe2PbS4 as an isolated structure.

Element x y z (Å)
Pb -0.171 0.339 -0.558
Br 2.932 0.363 -0.731
C 3.192 -0.160 1.096
C 4.486 -0.421 1.447
C 4.794 -0.750 2.778
C 3.793 -0.773 3.704
C 2.451 -0.511 3.345
C 1.448 -0.504 4.337
C 0.149 -0.295 3.992
C -0.211 -0.159 2.637
C 0.706 -0.086 1.618
C 2.086 -0.234 1.986
H 5.273 -0.354 0.709
H 5.817 -0.971 3.054
H 4.011 -0.989 4.746
H 1.739 -0.663 5.370
H -0.624 -0.240 4.745
H -1.269 -0.110 2.409
C -2.062 -2.834 5.419
C -3.063 -2.002 4.663
C -3.471 -0.762 5.138
C -4.328 0.049 4.410
C -4.724 1.405 4.938
C -4.831 -0.413 3.185
C -4.494 -1.694 2.728
C -5.115 -2.307 1.498
C -3.586 -2.451 3.461
C -5.905 0.368 2.500
C -7.183 0.155 3.016
C -8.290 0.766 2.462
C -8.120 1.583 1.362
C -6.854 1.820 0.827
C -5.716 1.235 1.410
Ge -3.846 1.657 0.776
S -2.828 -0.063 -0.075
S -3.629 3.469 -0.627
Ge -1.780 3.820 0.649
S 0.007 2.942 -0.257
S -2.684 2.726 2.420
C -1.367 5.724 1.119
C -0.771 6.018 2.357
C -0.613 7.347 2.751
C -1.016 8.387 1.933
C -1.558 8.102 0.694
C -1.724 6.783 0.271
C -2.220 6.607 -1.126
C -3.575 6.740 -1.433
C -4.617 6.922 -0.360
C -3.979 6.709 -2.766
C -3.068 6.547 -3.797
C -3.496 6.535 -5.242
C -1.723 6.416 -3.473
C -1.280 6.461 -2.160
C 0.198 6.434 -1.874
C -0.279 5.007 3.347
C 1.047 4.559 3.318
C 2.025 4.945 2.239
C 1.518 3.773 4.370
C 0.725 3.459 5.460
C 1.290 2.720 6.644
C -0.591 3.908 5.469
C -1.101 4.681 4.439
C -2.508 5.216 4.524
C -6.846 2.666 -0.401
C -7.096 4.038 -0.321
C -7.191 4.756 1.004
C -7.250 4.767 -1.498
C -7.149 4.166 -2.741
C -7.350 4.947 -4.012
C -6.870 2.807 -2.800
C -6.724 2.044 -1.653
C -6.471 0.562 -1.763
H -1.868 -2.414 6.406
H -1.114 -2.860 4.874
H -2.411 -3.862 5.537
H -3.108 -0.417 6.102
H -4.202 1.622 5.871
H -5.799 1.461 5.117
H -4.471 2.183 4.216
H -5.845 -1.645 1.039
H -5.613 -3.245 1.757
H -4.343 -2.518 0.760
H -3.294 -3.428 3.085
H -7.292 -0.515 3.862
H -9.277 0.593 2.874
H -8.978 2.053 0.893
H -0.165 7.549 3.717
H -0.898 9.414 2.257
H -1.846 8.904 0.023
H -4.215 6.730 0.632
H -5.445 6.237 -0.538
H -5.013 7.941 -0.377
H -5.035 6.815 -2.992
H -4.536 6.841 -5.348
H -3.384 5.535 -5.668
H -2.876 7.213 -5.831
H -0.993 6.301 -4.269
H 0.765 6.539 -2.799
H 0.493 5.495 -1.405
H 0.478 7.242 -1.195
H 1.598 5.651 1.529
H 2.327 4.061 1.679
H 2.919 5.389 2.684
H 2.547 3.427 4.338
H 2.179 2.155 6.361
H 0.555 2.033 7.064
H 1.572 3.424 7.432
H -1.233 3.663 6.311
H -3.061 4.711 5.316
H -3.041 5.066 3.585
H -2.503 6.290 4.732
H -6.983 4.092 1.838
H -8.188 5.182 1.144
H -6.471 5.575 1.039
H -7.462 5.831 -1.434
H -7.556 5.997 -3.803
H -8.188 4.542 -4.584
H -6.460 4.886 -4.638
H -6.776 2.326 -3.769
H -6.619 0.224 -2.789
H -7.139 0.000 -1.108
H -5.445 0.313 -1.476

Its charge is -1. The calculation puts the energy above the lowest of the compared OMol25 structures with the same formula, charge and spin at 0.584 eV. The LUMO energy comes out at 2.43 eV. The gap between HOMO and LUMO comes out at 7.177 eV.

Mulliken atomic charge list, values in e, 99 entries:
1 Pb 0.25
2 Br -0.24
3 C 0.51
4 C -0.69
5 C -0.48
6 C -0.98
7 C 1.21
8 C -1.21
9 C -0.87
10 C 0.50
11 C -1.04
12 C 1.04
13 H 0.39
14 H 0.37
15 H 0.35
16 H 0.32
17 H 0.75
18 H -0.18
19 C -1.80
20 C 0.90
21 C -0.69
22 C 0.83
23 C -1.68
24 C 0.83
25 C 0.71
26 C -1.85
27 C -0.92
28 C -1.18
29 C 0.23
30 C -1.18
31 C 0.17
32 C -0.80
33 C 0.29
34 Ge 0.55
35 S -0.54
36 S -0.04
37 Ge 0.73
38 S -0.48
39 S 0.13
40 C 0.49
41 C -0.78
42 C 0.02
43 C -1.13
44 C 0.17
45 C -0.50
46 C 0.42
47 C 0.72
48 C -0.59
49 C -0.70
50 C 0.70
51 C -1.72
52 C -1.14
53 C 1.31
54 C -1.64
55 C 0.62
56 C 0.25
57 C -1.93
58 C -0.63
59 C 0.87
60 C -1.71
61 C -0.85
62 C 0.88
63 C -1.53
64 C 0.95
65 C 0.77
66 C -1.80
67 C -0.61
68 C 0.87
69 C -1.90
70 C -1.22
71 C 1.61
72 C -1.75
73 H 0.34
74 H 0.31
75 H 0.47
76 H 0.34
77 H 0.39
78 H 0.38
79 H 0.22
80 H 0.15
81 H 0.46
82 H 0.35
83 H 0.41
84 H 0.51
85 H 0.37
86 H 0.48
87 H 0.53
88 H 0.37
89 H 0.48
90 H 0.20
91 H -0.83
92 H 0.40
93 H 0.25
94 H 0.36
95 H 0.31
96 H 0.43
97 H 0.39
98 H 0.49
99 H 0.13



Calculated E (eV), listed in the same order as above: -28409.0237 -292728.4389